# 1
{"formula": "C5H12O", "method": "ωB97M-V/def2-TZVPD", "species": ["O", "C", "C", "C", "C", "C", "H", "H", "H", "H", "H", "H", "H", "H", "H", "H", "H", "H"], "positions_angstrom": [[0.24, 0.44, 1.34], [-2.06, 0.59, 0.78], [1.40, -0.25, -1.21], [1.54, 0.43, 1.03], [-0.29, -1.15, -0.59], [-0.63, 0.64, 0.35], [-0.61, -1.55, 0.38], [-0.35, 1.41, -0.38], [0.91, -0.43, -2.18], [2.12, -0.04, 1.82], [-2.38, 1.51, 1.30], [0.28, -1.99, -1.03], [2.24, -0.94, -1.11], [1.94, 1.37, 0.65], [-1.15, -1.01, -1.26], [1.74, 0.78, -1.25], [-2.70, 0.46, -0.10], [-2.22, -0.25, 1.46]], "nbo_charge": [-0.44, -0.67, -0.63, -0.14, -0.64, 0.20, 0.20, 0.17, 0.18, 0.17, 0.23, 0.21, 0.20, 0.15, 0.19, 0.19, 0.22, 0.22], "e_above_lowest_kj_mol": 699.4, "multiplicity": 1, "e_tot_ha": -272.6823, "homo_lumo_gap_ev": [7.84, 7.84]}

---

# 2
{"formula": "C5H12O", "method": "ωB97M-V/def2-TZVPD", "species": ["O", "C", "C", "C", "C", "C", "H", "H", "H", "H", "H", "H", "H", "H", "H", "H", "H", "H"], "positions_angstrom": [[-2.50, 0.43, -0.87], [0.20, -0.28, 2.46], [0.39, -0.69, 0.95], [-1.66, 0.20, -1.68], [1.85, -0.67, 0.54], [-1.10, 1.24, -2.63], [2.24, -1.67, 0.33], [-0.94, -0.63, -1.63], [-1.84, 1.88, -3.12], [-0.74, -0.75, 2.75], [-0.03, 0.78, 2.59], [-0.33, 0.90, -3.30], [-0.57, 1.89, -1.91], [2.48, -0.32, 1.36], [-0.12, -1.66, 0.94], [0.96, -0.61, 3.16], [2.00, -0.07, -0.36], [-0.27, 0.01, 0.44]], "nbo_charge": [-0.51, -0.60, -0.41, 0.45, -0.62, -0.73, 0.21, 0.10, 0.24, 0.20, 0.20, 0.22, 0.24, 0.21, 0.20, 0.20, 0.20, 0.20], "e_above_lowest_kj_mol": 130.4, "multiplicity": 1, "e_tot_ha": -272.8990, "homo_lumo_gap_ev": 10.83, "smiles": "CC=O.CCC"}

---

# 3
{"formula": "C5H12O", "method": "ωB97M-V/def2-TZVPD", "species": ["O", "C", "C", "C", "C", "C", "H", "H", "H", "H", "H", "H", "H", "H", "H", "H", "H", "H"], "positions_angstrom": [[-4.40, 3.71, -0.39], [0.07, 0.30, 0.30], [1.92, -0.96, -0.53], [1.54, 0.41, -0.05], [1.11, -1.91, 0.30], [-0.21, -1.13, 0.45], [1.63, -1.05, -1.60], [-0.21, 0.68, 1.31], [-0.67, 0.70, -0.42], [-0.74, -1.38, 1.39], [-4.01, 2.99, 0.15], [2.14, 0.63, 0.86], [-4.49, 3.32, -1.29], [-0.86, -1.43, -0.40], [0.95, -2.92, -0.13], [1.55, -2.03, 1.30], [1.70, 1.24, -0.77], [3.00, -1.17, -0.46]], "nbo_charge": [-0.94, -0.42, -0.41, -0.41, -0.40, -0.40, 0.19, 0.21, 0.20, 0.20, 0.47, 0.20, 0.47, 0.19, 0.21, 0.19, 0.21, 0.21], "e_above_lowest_kj_mol": 56.8, "multiplicity": 1, "e_tot_ha": -272.9270, "homo_lumo_gap_ev": 11.47, "smiles": "C1CCCC1.O"}

---

# 4
{"formula": "C5H12O", "method": "ωB97M-V/def2-TZVPD", "species": ["O", "C", "C", "C", "C", "C", "H", "H", "H", "H", "H", "H", "H", "H", "H", "H", "H", "H"], "positions_angstrom": [[1.67, -0.09, -0.39], [0.01, -0.48, -1.51], [-1.28, 0.82, 1.24], [1.26, 0.89, 0.84], [-0.53, -1.74, -0.92], [-0.06, 1.34, 0.56], [0.69, -0.56, -2.34], [2.55, -0.55, -0.33], [2.05, 1.64, 0.78], [-1.75, 1.57, 1.89], [-1.05, -0.04, 1.87], [-1.04, -1.57, 0.02], [1.36, 0.27, 1.73], [-0.65, 0.38, -1.55], [-1.27, -2.17, -1.61], [-2.06, 0.52, 0.53], [-0.16, 2.24, -0.04], [0.26, -2.48, -0.77]], "nbo_charge": [-0.78, -0.13, -0.65, -0.17, -0.68, -0.28, 0.19, 0.46, 0.20, 0.21, 0.20, 0.22, 0.19, 0.20, 0.22, 0.20, 0.19, 0.21], "e_above_lowest_kj_mol": 494.7, "multiplicity": 1, "e_tot_ha": -272.7602, "homo_lumo_gap_ev": [8.10, 6.73]}

---

# 5
{"formula": "C5H12O", "method": "ωB97M-V/def2-TZVPD", "species": ["O", "C", "C", "C", "C", "C", "H", "H", "H", "H", "H", "H", "H", "H", "H", "H", "H", "H"], "positions_angstrom": [[-0.81, 0.39, -1.41], [-1.64, -0.81, 0.52], [-0.57, 1.44, 0.67], [0.83, -0.60, 0.17], [-0.54, 0.10, -0.04], [1.97, -0.16, -0.75], [-2.63, -0.34, 0.41], [2.21, 0.91, -0.64], [-1.54, 1.93, 0.51], [-1.66, -1.77, -0.02], [-0.41, 1.30, 1.74], [0.69, -1.68, 0.07], [-0.39, -0.27, -1.97], [1.16, -0.44, 1.21], [-1.48, -1.02, 1.58], [2.87, -0.73, -0.50], [1.76, -0.34, -1.81], [0.21, 2.09, 0.26]], "nbo_charge": [-0.73, -0.62, -0.62, -0.42, 0.24, -0.61, 0.22, 0.21, 0.22, 0.21, 0.20, 0.20, 0.47, 0.21, 0.21, 0.21, 0.20, 0.21], "e_above_lowest_kj_mol": 8.6, "multiplicity": 1, "e_tot_ha": -272.9454, "homo_lumo_gap_ev": 11.10, "smiles": "CCC(C)(C)O"}

---

# 6
{"formula": "C5H12O", "method": "ωB97M-V/def2-TZVPD", "species": ["O", "C", "C", "C", "C", "C", "H", "H", "H", "H", "H", "H", "H", "H", "H", "H", "H", "H"], "positions_angstrom": [[2.02, 1.45, -0.29], [-0.71, 1.05, -0.90], [-0.58, -0.44, -0.59], [0.65, -0.60, 0.30], [-1.87, -1.01, 0.02], [1.91, 0.01, -0.34], [2.80, -0.38, 0.17], [-1.36, 1.25, -1.75], [2.39, 1.77, -1.13], [0.86, -1.67, 0.50], [-2.72, -0.82, -0.65], [-0.39, -1.00, -1.52], [-1.12, 1.56, -0.02], [1.93, -0.33, -1.39], [-2.10, -0.53, 0.98], [-1.83, -2.09, 0.19], [0.47, -0.15, 1.29], [0.26, 1.53, -1.06]], "nbo_charge": [-0.73, -0.63, -0.21, -0.42, -0.60, -0.07, 0.17, 0.20, 0.47, 0.21, 0.21, 0.19, 0.20, 0.16, 0.20, 0.21, 0.21, 0.24], "e_above_lowest_kj_mol": 60.4, "multiplicity": 1, "e_tot_ha": -272.9257, "homo_lumo_gap_ev": 10.85, "smiles": "CC(C)CCO"}